{"formula": "C14H17O2RhS5Si2", "method": "ωB97M-V/def2-TZVPD", "elements": ["H", "H", "C", "S", "H", "C", "C", "S", "C", "Rh", "H", "H", "C", "H", "C", "H", "C", "C", "C", "H", "H", "H", "S", "C", "Si", "O", "Si", "H", "C", "S", "S", "C", "C", "O", "H", "H", "H", "H", "H", "H", "C"], "xyz": [[1.250913, -1.570422, -2.645905], [-0.697224, 2.088927, 2.662963], [0.772935, -3.587445, 2.469955], [-0.116755, 3.298508, 0.037170], [-4.324915, 1.299468, 0.674877], [-0.666628, 0.997819, 2.647442], [-0.182285, -2.256365, 0.204772], [2.215188, 5.051342, -0.512605], [0.303689, -4.320036, 1.381128], [-0.827617, 1.126596, -0.823141], [2.468258, 0.432642, 2.203603], [-2.581965, -2.859893, -1.729983], [1.683870, 2.902176, -2.001619], [-1.693833, 0.626938, 2.659086], [2.051747, 0.883441, 1.295454], [0.078825, -2.886161, -2.872278], [3.108770, 5.093504, -2.043336], [1.237996, 3.671326, -0.909137], [0.190415, -1.802303, -2.756459], [-0.523678, -4.236452, -0.587147], [1.141438, -1.642779, 3.274280], [1.146688, -4.101743, 3.349264], [0.958880, 1.454597, -2.515715], [0.285378, -1.520328, 1.295788], [0.250320, 0.379419, 1.120785], [-2.903326, 1.602447, -0.710599], [-0.791091, -1.217634, -1.255413], [-3.225269, -1.502870, -0.771505], [-2.565122, -1.772400, -1.596965], [4.261029, 6.272272, -2.401144], [3.111596, 3.487257, -2.794322], [-0.165308, -3.655448, 0.258972], [0.765371, -2.202079, 2.421873], [-4.067197, 3.256349, 0.284045], [0.310180, -5.404600, 1.412550], [-2.957726, -1.301903, -2.501244], [-0.158464, -1.320381, -3.673477], [-0.162485, 0.650853, 3.556748], [2.163688, 1.966303, 1.360153], [2.637410, 0.535474, 0.441464], [-3.783698, 2.083586, 0.089624]], "forces_ev_per_angstrom": [[0.005, -0.011, -0.001], [0.001, -0.014, 0.016], [-0.004, -0.006, -0.029], [0.087, -0.131, 0.045], [-0.042, 0.004, -0.082], [-0.012, 0.033, 0.111], [-0.025, -0.191, -0.043], [0.031, 0.112, 0.047], [0.015, 0.018, 0.023], [-0.326, 0.318, -0.177], [0.027, 0.011, -0.014], [-0.024, 0.001, -0.010], [-0.177, 0.057, 0.126], [0.000, -0.004, -0.004], [0.115, 0.018, 0.026], [0.014, 0.001, -0.018], [0.005, -0.026, 0.001], [0.090, -0.180, -0.197], [0.039, -0.034, -0.071], [-0.002, 0.007, -0.002], [-0.009, 0.008, -0.001], [-0.004, -0.004, -0.001], [0.026, 0.046, 0.085], [0.092, -0.021, 0.220], [-0.157, -0.161, -0.293], [-0.300, 0.049, -0.005], [0.403, 0.022, 0.276], [0.007, -0.009, 0.005], [-0.139, 0.086, -0.017], [-0.032, -0.018, 0.005], [0.124, 0.023, -0.080], [0.004, 0.035, 0.009], [-0.032, -0.011, -0.050], [-0.098, -0.058, -0.045], [-0.001, 0.001, 0.004], [0.001, -0.008, 0.005], [0.001, 0.002, 0.013], [-0.028, 0.011, 0.016], [0.009, 0.014, 0.004], [-0.014, -0.003, -0.007], [0.332, 0.012, 0.112]], "mulliken_charge": [0.3116, 0.3046, -0.5870, -0.2702, 0.3090, -1.2087, 0.2310, -0.1251, -0.5205, -0.3178, 0.3844, 0.3431, 0.1126, 0.2618, -1.2044, 0.3639, -0.1396, 0.1241, -1.3048, 0.2668, 0.2774, 0.3562, -0.3071, 0.2096, 1.3186, -0.6030, 0.8737, 0.2441, -1.1965, -0.4965, -0.1508, -0.4946, -0.4972, -0.5953, 0.3541, 0.2840, 0.3267, 0.3309, 0.3000, 0.2586, -0.1277], "fmax_ev_per_a": 0.5, "spin_multiplicity": 5, "e_above_lowest_kcal_mol": 5.6, "e_lumo_ev": [4.50, 3.78], "orbital_gap_ev": [4.31, 5.84], "total_charge": -2, "s2": 6.022}